{"formula": "C19H20CrN6O3P", "method": "ωB97M-V with the def2-TZVPD basis set", "species": ["Cr", "C", "N", "C", "C", "N", "C", "P", "C", "N", "C", "C", "N", "C", "C", "N", "C", "C", "N", "C", "H", "H", "H", "H", "H", "H", "H", "H", "H", "H", "H", "H", "H", "H", "H", "O", "C", "C", "C", "C", "C", "C", "C", "O", "O", "H", "H", "H", "H", "H"], "xyz": [[-1.027937, -0.243490, -0.348280], [4.206551, -2.245626, 0.283408], [2.806510, -2.088206, 0.711217], [2.219046, -2.320031, 1.919733], [0.883695, -1.992400, 1.789459], [0.724904, -1.508890, 0.535283], [1.860677, -1.539140, -0.099823], [2.263776, -0.675769, -1.690838], [0.717591, -0.948693, -2.675473], [-0.540987, -0.983820, -2.295301], [-1.301496, -1.234011, -3.391836], [-0.502314, -1.493737, -4.501455], [0.760324, -1.341543, -3.990461], [2.059226, -1.681129, -4.667755], [1.733023, 1.033976, -0.990663], [0.530628, 1.327803, -0.512699], [0.537773, 2.515425, 0.092945], [1.827291, 3.001033, 0.031742], [2.568328, 2.066405, -0.684905], [3.850168, 2.352879, -1.366296], [4.316561, -3.265525, -0.027835], [4.958096, -1.936177, 0.997833], [4.471801, -1.745719, -0.648210], [2.844202, -2.737524, 2.707825], [0.108896, -1.986678, 2.504976], [-2.378751, -1.122178, -3.414227], [-0.582763, -1.776573, -5.518798], [2.190490, -2.778427, -4.755136], [2.839631, -1.181810, -4.074299], [1.989810, -1.363692, -5.697946], [-0.301643, 2.823216, 0.647679], [2.214603, 4.014398, 0.358939], [4.248578, 1.488461, -1.853306], [4.609632, 2.747869, -0.653928], [3.640940, 3.162046, -2.065280], [-5.764132, 0.141323, 1.408681], [-4.996547, 0.586404, 2.379432], [-5.663805, 1.165145, 3.455174], [-5.004854, 1.758739, 4.500795], [-3.612207, 1.752729, 4.518415], [-2.941040, 1.239104, 3.425846], [-3.621393, 0.612777, 2.382086], [-2.649787, 0.191851, 1.287610], [-3.062479, -0.275476, 0.215879], [-1.424060, 0.229881, 1.516742], [-5.337723, -0.333762, 0.739256], [-6.772087, 1.192306, 3.484833], [-5.605264, 2.091223, 5.308586], [-3.045385, 2.136625, 5.344153], [-1.846099, 1.168407, 3.376219]], "atomic_forces_ev_per_a": [[0.9, -0.4, -0.2], [-0.1, -0.5, -0.3], [0.8, 1.3, -1.0], [0.5, -0.7, 0.4], [1.9, 0.0, -0.5], [-1.9, 0.7, -0.6], [0.6, -0.3, -0.4], [-1.4, 1.4, 1.0], [0.6, -1.6, -0.9], [-0.9, 1.4, 0.6], [-0.6, -0.3, -1.5], [0.9, 0.5, 2.6], [2.1, -0.1, -0.1], [-1.2, -0.3, 0.2], [0.1, 0.0, -0.1], [-0.6, -2.5, -0.9], [2.1, 0.2, 0.2], [0.2, 1.4, -0.1], [0.2, 0.3, -0.1], [-0.1, 1.3, 1.3], [0.4, -0.8, 0.4], [-0.3, -0.1, 0.5], [-0.7, 0.6, 0.2], [-0.6, 0.1, -0.1], [-0.6, -0.1, 0.5], [0.2, -0.3, 0.4], [-0.7, -0.1, -0.6], [0.0, 0.6, 0.6], [-0.1, -0.4, -0.8], [0.3, 0.6, -0.1], [-0.7, 0.7, 0.3], [-0.3, -1.7, -0.5], [0.0, -0.5, -0.3], [-0.6, -0.4, -0.3], [0.2, -0.2, -0.3], [-2.2, 0.3, 0.3], [0.0, 0.7, 0.5], [-1.4, 0.3, 0.2], [0.6, -0.9, -0.4], [0.3, 0.2, -0.3], [0.2, -0.5, 0.9], [2.4, 0.5, -0.8], [-3.1, -0.1, 2.6], [-0.6, -0.6, -2.2], [1.7, 0.6, 0.1], [1.5, -1.0, -1.5], [0.9, -0.3, -0.4], [-0.2, 0.6, 0.7], [0.0, 0.2, 0.3], [-0.6, 0.4, 0.3]], "s2": 6.0108, "lumo_ev": [-2.55, -2.61], "charge": 1, "spin_multiplicity": 5}

{"formula": "C4H4N2", "method": "ωB97M-V with the def2-TZVPD basis set", "species": ["C", "C", "C", "C", "N", "N", "H", "H", "H", "H"], "xyz": [[-1.924435, 1.236049, 0.471548], [-2.044658, 0.652912, 1.626757], [-0.599842, 0.826430, 0.484445], [0.006197, -0.256380, -0.405219], [-1.825594, 0.017385, 2.745349], [-0.620888, -0.052272, 2.447189], [0.135199, 1.572963, 0.744664], [-0.082488, -1.214255, 0.301546], [0.985979, 0.014135, -0.634864], [-0.487783, -0.403381, -1.420619]], "atomic_forces_ev_per_a": [[-1.4, -0.9, 1.8], [-1.3, 1.5, -2.1], [1.8, 0.3, -2.6], [-2.7, -2.1, 1.2], [-3.3, -0.1, 1.3], [4.2, -0.7, 0.0], [0.2, 0.1, 0.7], [0.5, 1.7, -2.1], [1.9, 0.1, 0.1], [0.0, 0.1, 1.6]], "s2": 2.0381, "lumo_ev": [0.26, -1.80], "relative_energy_kcal_mol": 109.91, "charge": 0, "spin_multiplicity": 3}

{"formula": "C3H9NO", "method": "ωB97M-V with the def2-TZVPD basis set", "species": ["C", "N", "C", "C", "H", "H", "H", "H", "H", "H", "H", "O", "H", "H"], "xyz": [[0.971027, 1.589941, 0.186809], [0.044052, 0.883657, 0.693388], [-1.042334, 0.456381, -0.200809], [-1.511006, -0.940747, 0.219948], [1.277711, 2.528504, 0.657426], [1.549585, 1.254035, -0.685794], [-0.706102, 0.445592, -1.246708], [-1.842101, 1.186421, -0.100282], [-0.972396, -1.714822, -0.327877], [-2.546608, -1.180960, -0.027582], [-1.309611, -1.033605, 1.284618], [2.297187, -1.059767, -0.340122], [1.726261, -1.783130, -0.596176], [2.064334, -0.631494, 0.483167]], "atomic_forces_ev_per_a": [[0.4, -0.6, 0.1], [-1.5, 2.7, 0.0], [1.1, -2.2, -0.1], [0.0, -0.1, -0.5], [0.8, -0.6, 0.7], [-0.8, 0.6, -0.8], [-0.1, 0.1, -0.1], [0.1, 0.2, 0.2], [0.4, 0.0, 0.2], [-0.1, 0.4, 0.3], [-0.3, -0.2, 0.1], [1.1, 0.2, -0.8], [-0.4, 0.1, 0.6], [-0.6, -0.5, 0.2]], "lumo_ev": 0.56, "relative_energy_kcal_mol": 60.01, "charge": 0, "spin_multiplicity": 1}

{"formula": "C7H6NO", "method": "ωB97M-V with the def2-TZVPD basis set", "species": ["C", "C", "C", "C", "C", "C", "C", "N", "O", "H", "H", "H", "H", "H", "H"], "xyz": [[2.015807, 0.039025, 0.168868], [1.695755, -1.326353, 0.025732], [0.986515, 1.010363, 0.183563], [0.332236, -1.701205, -0.106035], [-0.345635, 0.653341, 0.064861], [-0.602312, -0.745773, -0.207124], [-1.691651, 1.219975, -0.167870], [-2.417913, -0.182144, -0.371767], [-3.221156, -0.468071, 0.616539], [3.053848, 0.535826, 0.207774], [2.496681, -2.046946, 0.059256], [1.414138, 1.987355, 0.292208], [0.073416, -2.733120, -0.223106], [-2.147993, 1.977555, 0.582893], [-1.641742, 1.780173, -1.125793]], "atomic_forces_ev_per_a": [[0.3, 0.2, -0.3], [0.2, 1.4, 0.4], [0.3, -0.2, 0.1], [1.7, -0.4, -0.4], [1.2, -2.4, -0.9], [-2.5, 3.3, 1.5], [-0.4, 1.2, 0.4], [0.3, 0.5, 0.3], [0.8, 0.2, -0.6], [-1.4, -1.6, 0.0], [0.1, -0.3, -0.1], [-0.5, 0.9, 0.1], [0.0, -0.7, 0.0], [0.6, -1.7, -0.8], [-0.5, -0.3, 0.2]], "lumo_ev": [3.92, 3.92], "relative_energy_kcal_mol": 1.84, "charge": -1, "spin_multiplicity": 1}

{"formula": "C36H74Cl4N6O12P2", "method": "ωB97M-V with the def2-TZVPD basis set", "species": ["Cl", "C", "C", "Cl", "H", "H", "H", "H", "Cl", "C", "C", "Cl", "H", "H", "H", "H", "O", "P", "N", "C", "C", "N", "C", "C", "N", "C", "C", "H", "H", "H", "H", "H", "H", "H", "H", "H", "H", "H", "H", "H", "H", "H", "H", "H", "H", "O", "P", "N", "C", "C", "N", "C", "C", "N", "C", "C", "H", "H", "H", "H", "H", "H", "H", "H", "H", "H", "H", "H", "H", "H", "H", "H", "H", "H", "O", "C", "O", "C", "C", "C", "H", "H", "H", "H", "H", "H", "O", "C", "O", "C", "C", "C", "H", "H", "H", "H", "H", "H", "O", "C", "O", "C", "C", "C", "H", "H", "H", "H", "H", "H", "O", "C", "O", "C", "C", "C", "H", "H", "H", "H", "H", "H", "O", "C", "O", "C", "C", "C", "H", "H", "H", "H", "H", "H"], "xyz": [[-1.536344, -3.993801, -2.509840], [-2.661464, -4.117011, -1.032790], [-3.453774, -2.790711, -0.801120], [-4.450904, -2.313231, -2.272590], [-2.079204, -4.427201, -0.165110], [-3.389074, -4.920941, -1.144070], [-2.800994, -1.969391, -0.505470], [-4.128564, -3.050231, 0.014610], [-4.381484, 5.608329, 1.753570], [-4.479064, 5.045059, 0.064050], [-3.170404, 5.350209, -0.762140], [-2.617444, 7.024739, -0.426590], [-5.370444, 5.566859, -0.284180], [-4.786394, 3.999349, 0.052470], [-3.276444, 5.236629, -1.841010], [-2.356784, 4.673879, -0.500060], [-0.668504, -1.794411, 0.960060], [0.025376, -2.276461, 2.187400], [0.834526, -1.104071, 2.996160], [0.097616, -0.088581, 3.678860], [2.134966, -0.618461, 2.395290], [1.107936, -3.495571, 1.780400], [2.043906, -4.038111, 2.748940], [0.903756, -4.218191, 0.580010], [-0.995324, -2.990121, 3.346760], [-0.413464, -3.469271, 4.613020], [-2.143144, -3.807391, 2.947870], [-0.771034, -0.536221, 4.161720], [-0.248244, 0.665449, 2.971820], [0.737436, 0.361319, 4.438020], [2.779126, -0.136351, 3.130640], [1.909876, 0.177689, 1.685670], [2.765846, -1.334241, 1.868260], [1.661356, -4.945331, 3.216610], [2.981696, -4.390491, 2.319420], [2.308836, -3.336341, 3.539780], [1.650426, -4.989671, 0.391840], [-0.080364, -4.686721, 0.589940], [0.944916, -3.599471, -0.316430], [0.309306, -2.796621, 5.074810], [-1.154414, -3.475281, 5.412430], [0.032156, -4.452641, 4.462990], [-2.486044, -3.419421, 1.988700], [-2.943254, -3.602521, 3.659170], [-1.820814, -4.846421, 3.015810], [7.172296, -3.737791, -1.028450], [5.943196, -3.402981, -1.818460], [6.216176, -3.027981, -3.475040], [6.661956, -4.122631, -4.285480], [6.984306, -1.797991, -3.796720], [5.009316, -2.148941, -1.151930], [3.796336, -1.681671, -1.823330], [5.253836, -1.594521, 0.266240], [4.771086, -4.711441, -1.797370], [4.985686, -5.850041, -0.874770], [3.567436, -4.829381, -2.658320], [6.579626, -3.857341, -5.339490], [6.051046, -5.000821, -4.076530], [7.679806, -4.470221, -4.108680], [7.797906, -1.600611, -3.098730], [6.318986, -0.934961, -3.821560], [7.247626, -1.790341, -4.854410], [3.824576, -1.883551, -2.894100], [2.940956, -2.166551, -1.352870], [3.683196, -0.600891, -1.738500], [4.454426, -0.914251, 0.559960], [5.275136, -2.446341, 0.945970], [6.195406, -1.048061, 0.320310], [4.277436, -5.946521, -0.051870], [4.897906, -6.740671, -1.497010], [5.982046, -5.800101, -0.435600], [3.439616, -4.001531, -3.355770], [2.631696, -5.054491, -2.146630], [3.791646, -5.645431, -3.345260], [-0.488954, 3.955669, -2.242860], [0.339586, 4.852159, -1.961800], [0.350206, 5.385029, -0.709550], [1.467506, 6.264989, -0.536890], [2.065866, 6.425309, -1.966110], [1.398036, 5.369729, -2.797290], [2.217436, 5.849589, 0.136270], [1.054926, 7.182979, -0.118350], [3.114506, 6.129569, -1.934580], [2.043876, 7.476229, -2.254540], [2.141786, 4.690119, -3.213300], [0.919036, 5.788599, -3.682280], [0.482996, 4.649819, 5.781530], [0.101276, 4.493829, 4.615310], [0.604616, 3.496999, 3.844670], [0.130036, 3.563109, 2.447710], [-0.328324, 4.991379, 2.358330], [-0.857544, 5.301269, 3.766350], [-0.662534, 2.843549, 2.242330], [0.886386, 3.438629, 1.672770], [-1.108734, 5.131399, 1.610360], [0.494296, 5.660019, 2.104710], [-1.915284, 5.174929, 3.997270], [-0.770024, 6.366129, 3.982040], [-5.701264, -1.994751, 3.962450], [-5.202214, -1.024871, 3.391840], [-5.714664, -0.624051, 2.247640], [-4.974584, 0.491489, 1.797350], [-3.618594, 0.371339, 2.537420], [-3.933044, -0.264931, 3.831930], [-5.549974, 1.408589, 1.923580], [-4.921854, 0.495009, 0.708630], [-3.127994, 1.341189, 2.619890], [-2.896314, -0.076421, 1.854830], [-4.188864, 0.448809, 4.615010], [-3.143004, -0.918321, 4.202090], [-7.314414, 2.710539, -5.518750], [-6.346514, 2.306319, -4.777110], [-5.960944, 0.990659, -4.673670], [-4.862654, 0.803359, -3.827400], [-4.769484, 2.139969, -3.027870], [-5.477164, 3.181069, -3.915900], [-3.922774, 0.596869, -4.339340], [-5.135984, 0.037729, -3.101310], [-3.765974, 2.535079, -2.869930], [-5.332004, 2.151399, -2.094300], [-4.794194, 3.760269, -4.537350], [-6.157434, 3.808059, -3.339520], [-2.681964, 2.173199, -0.029120], [-1.785934, 1.492889, -0.527170], [-1.949184, 0.547599, -1.587870], [-0.732354, -0.086741, -1.907380], [0.406536, 0.720889, -1.183680], [-0.352804, 1.435699, -0.035860], [-0.589454, -0.253111, -2.975090], [-0.872454, -1.116571, -1.578870], [0.736626, 1.585879, -1.758940], [1.346206, 0.207389, -0.980070], [0.084576, 2.420639, 0.127570], [-0.475234, 0.846299, 0.872830]], "atomic_forces_ev_per_a": [[-0.8, -0.3, 1.2], [-0.5, 0.9, -0.6], [0.5, -1.1, -0.5], [0.8, -0.5, 1.2], [0.3, 0.6, -0.1], [0.2, 0.0, -0.8], [-0.1, 0.0, -0.2], [-0.3, 0.4, -0.1], [0.3, -0.4, 0.2], [0.1, 0.5, -0.8], [-0.7, -0.4, 0.9], [0.0, -0.2, -0.3], [0.4, 0.3, -0.5], [0.7, -0.1, 0.1], [-0.5, 0.1, 0.1], [-0.2, 0.1, 0.3], [-0.1, -0.6, 0.4], [-1.2, -1.2, -0.1], [2.8, -1.1, -0.6], [-0.3, 0.4, 0.4], [-0.9, 0.6, 0.2], [1.5, 1.5, 0.9], [0.0, -0.6, 0.3], [-0.6, -0.4, -1.2], [0.8, 1.4, 0.3], [-0.1, 0.5, 0.1], [0.5, 1.2, 0.4], [0.0, 0.1, 0.0], [-0.1, 0.3, 0.1], [-0.1, 0.2, 0.0], [-0.3, -0.2, 0.5], [-0.1, 0.1, -0.3], [-0.6, -0.6, 0.2], [-0.2, -0.1, 0.2], [0.2, 0.4, -0.6], [-0.2, 0.1, -0.1], [0.1, -0.2, 0.5], [0.0, -0.4, -0.3], [-0.2, 0.4, 0.0], [0.4, 0.1, -0.7], [-0.5, -0.5, -0.3], [-0.1, -0.1, 0.4], [0.0, -0.6, -0.2], [-0.1, -0.3, 0.1], [-0.5, -0.3, -0.5], [-2.3, 0.3, -0.8], [2.2, 0.6, -0.4], [-0.7, 0.5, 1.9], [0.0, -1.5, -0.4], [-1.2, 0.8, 0.3], [0.4, 0.2, 0.5], [0.1, 0.1, -0.1], [0.0, -1.0, -1.1], [-0.5, 0.2, 0.2], [0.6, 0.3, -0.3], [0.9, 0.2, -0.6], [-0.2, -0.1, 0.1], [-0.2, -0.1, -0.3], [0.3, 0.4, 0.2], [0.2, -0.2, -0.4], [-0.2, 0.1, 0.7], [0.6, -0.7, 0.2], [0.1, -0.2, 0.1], [-0.3, 0.1, -0.1], [0.2, 0.0, 0.3], [-0.1, -0.2, -0.4], [0.1, 0.1, 0.1], [0.0, -0.3, -0.2], [-0.4, 0.4, -0.2], [0.0, -0.1, 0.0], [0.0, 0.1, -0.2], [0.1, 0.3, 0.5], [0.3, 0.1, 0.4], [-0.1, -0.5, 0.1], [2.2, 2.6, 0.7], [-3.3, -4.1, 1.1], [0.2, -0.7, -0.7], [0.0, 0.5, -0.8], [1.4, 0.4, 1.4], [0.4, 1.7, -1.8], [-0.3, -0.2, 0.2], [0.2, 0.0, -0.1], [0.2, 0.5, 0.2], [-0.3, -0.3, -0.5], [-0.5, -0.6, 0.4], [-0.1, 0.0, -0.1], [-1.2, -0.5, -3.1], [0.6, 0.4, 2.6], [0.4, -1.0, -1.0], [-0.1, 1.1, 0.7], [-1.8, 0.5, -0.1], [0.7, 1.2, 0.1], [-0.1, 0.0, 0.5], [0.7, -0.5, 0.8], [0.1, 0.0, -0.1], [0.1, -0.1, 0.2], [0.0, -0.9, -0.3], [0.5, 0.0, 0.2], [1.1, 1.8, -0.7], [-0.8, -3.7, 2.8], [0.0, 0.5, -0.4], [0.5, 1.0, -1.0], [0.7, 2.6, -2.0], [-0.9, -0.8, -0.4], [0.1, 0.1, 1.0], [0.5, -0.7, -0.1], [-0.4, 0.4, 0.3], [-0.1, -1.1, 0.3], [-0.1, 0.0, 0.0], [-0.4, -0.3, 0.0], [4.4, -2.3, 3.4], [-3.8, 1.2, -3.5], [-1.3, 1.0, -1.4], [0.2, 1.3, 2.2], [0.3, 1.2, -0.5], [-0.4, -1.0, 0.2], [-0.3, -0.2, -0.3], [0.4, -0.3, -0.5], [0.1, -0.7, 0.4], [0.3, -0.6, 0.1], [-0.2, 0.1, 0.0], [0.3, 0.3, -0.2], [1.8, -2.0, -1.7], [-1.2, 0.4, -0.3], [-0.8, 2.6, 1.6], [1.2, -0.8, 0.6], [-1.0, 0.6, -0.2], [0.1, -0.9, -0.8], [-0.2, 1.0, -0.3], [0.6, -0.1, 0.7], [-0.2, -0.2, -0.8], [-0.4, -0.5, 0.5], [-0.5, -0.2, 0.2], [0.5, 0.0, 0.2]], "s2": 0.7606, "lumo_ev": [-2.54, -7.39], "charge": 1, "spin_multiplicity": 2}

{"formula": "C4H4N2", "method": "ωB97M-V with the def2-TZVPD basis set", "species": ["C", "C", "H", "H", "C", "C", "H", "H", "N", "N"], "xyz": [[1.474533, 1.142458, -0.101576], [2.069264, 0.102980, -0.203831], [0.995609, 2.089851, -0.011100], [2.596912, -0.818666, -0.286220], [-2.082571, 0.030563, 0.204033], [-1.545471, 1.090070, 0.030641], [-2.564044, -0.908383, 0.346700], [-1.121718, 2.052737, -0.126962], [0.604200, -2.341660, -0.056512], [-0.474692, -2.362851, 0.167086]], "atomic_forces_ev_per_a": [[0.6, -0.4, -0.1], [-0.1, 0.7, 0.1], [0.2, -0.2, 0.0], [0.0, 0.1, 0.0], [0.0, 0.5, -0.1], [-0.5, -0.4, 0.1], [0.0, 0.1, 0.0], [-0.1, -0.1, 0.0], [-2.0, -0.3, 0.4], [2.0, -0.1, -0.4]], "lumo_ev": 1.30, "relative_energy_kcal_mol": 82.37, "charge": 0, "spin_multiplicity": 1}

{"formula": "C3H5NO", "method": "ωB97M-V with the def2-TZVPD basis set", "species": ["C", "N", "C", "H", "H", "H", "C", "O", "H", "H"], "xyz": [[0.200872, -0.344812, 1.335036], [-0.000856, 0.073032, 2.497724], [-0.636121, 0.836100, 1.341021], [0.699816, -1.148919, 0.810899], [-1.717509, 0.751579, 1.237938], [-0.222540, 1.821416, 1.125736], [0.176180, -0.525650, -2.073573], [-0.129778, -1.532419, -1.486332], [0.439285, 0.401761, -1.527947], [0.208905, -0.493859, -3.178897]], "atomic_forces_ev_per_a": [[0.0, 0.1, 0.5], [0.1, -0.3, -0.4], [-0.2, 0.3, -0.1], [-0.1, 0.1, 0.1], [0.2, 0.0, 0.0], [0.0, -0.2, 0.0], [-0.1, -0.4, 0.2], [0.1, 0.4, -0.3], [0.0, -0.1, -0.1], [0.0, 0.1, 0.1]], "lumo_ev": 0.53, "relative_energy_kcal_mol": 73.88, "charge": 0, "spin_multiplicity": 1}